Below is a structure of composition C39H30Cl3F10GaN3O5P, with properties calculated with ωB97M-V/def2-TZVPD.

Each line ends with the Löwdin charge.
CARTESIAN COORDINATES (ANGSTROEM)
1 Ga -0.066 1.196 -2.228  0.408
2 C 5.776 0.949 2.782  -0.020
3 C 4.771 -0.263 2.636  -0.133
4 N 3.545 0.000 1.815  0.012
5 C 3.576 0.107 0.503  0.033
6 C 2.509 0.373 -0.335  0.004
7 C 2.750 0.561 -1.882  -0.474
8 O 3.828 0.231 -2.337  0.114
9 O 1.685 0.861 -2.601  -0.022
10 C 1.225 0.440 0.254  -0.244
11 O 0.140 0.623 -0.393  -0.017
12 C 1.126 0.264 1.698  -0.033
13 C -0.159 0.445 2.291  0.110
14 C -0.230 0.572 3.628  -0.223
15 F -1.373 0.806 4.207  0.125
16 C 0.919 0.372 4.457  -0.160
17 C 2.127 0.205 3.873  0.040
18 C 2.271 0.097 2.510  -0.090
19 N 0.856 0.555 5.861  -0.086
20 C 1.350 1.909 6.282  -0.111
21 C 1.010 2.080 7.741  -0.087
22 N 1.160 0.724 8.431  0.085
23 C -0.099 -0.047 8.065  -0.064
24 C -0.423 0.300 6.620  -0.123
25 H 6.542 0.492 3.399  0.086
26 H 5.330 1.767 3.338  0.076
27 H 6.102 1.289 1.872  0.042
28 H 4.478 -0.579 3.624  0.088
29 H 5.293 -1.131 2.204  0.137
30 H 4.589 0.112 0.114  0.163
31 H -1.027 0.779 1.731  0.151
32 H 2.958 -0.014 4.603  0.147
33 H 0.812 2.625 5.699  0.135
34 H 2.441 1.906 6.091  0.141
35 H 0.016 2.451 7.952  0.137
36 H 1.735 2.813 8.100  0.144
37 H 1.453 0.780 9.442  0.216
38 H 1.908 0.211 7.965  0.168
39 H -0.887 0.162 8.723  0.125
40 H 0.144 -1.088 8.188  0.135
41 H -0.996 1.196 6.512  0.111
42 H -0.999 -0.558 6.221  0.155
43 Cl -1.667 5.116 -4.390  0.664
44 C -1.286 4.860 -2.688  -1.538
45 Cl -2.644 5.260 -1.667  0.672
46 Cl 0.157 5.821 -2.387  0.676
47 C -0.836 3.418 -2.477  -0.759
48 O -1.115 2.751 -1.404  -0.001
49 O -0.136 2.952 -3.379  0.029
50 F -7.704 0.819 -2.261  0.151
51 C -7.034 1.252 -3.343  -0.579
52 F -7.782 0.896 -4.403  0.160
53 F -6.986 2.595 -3.244  0.158
54 C -5.644 0.730 -3.341  -0.106
55 C -4.982 0.113 -4.390  0.018
56 C -3.674 -0.270 -4.344  -0.046
57 C -2.953 -0.036 -3.174  -0.338
58 C -3.579 0.602 -2.136  -0.068
59 C -4.922 0.930 -2.202  0.003
60 P -1.262 -0.617 -3.101  1.165
61 C -0.696 -1.205 -4.687  -0.344
62 C 0.362 -0.502 -5.240  -0.048
63 C 0.897 -0.883 -6.456  0.028
64 C 0.358 -1.961 -7.097  -0.090
65 C -0.679 -2.713 -6.552  0.027
66 C -1.204 -2.374 -5.303  -0.042
67 C 0.914 -2.212 -8.478  -0.650
68 F 0.593 -3.396 -8.964  0.181
69 F 2.223 -2.104 -8.492  0.174
70 F 0.550 -1.260 -9.326  0.176
71 C -0.764 -1.829 -1.749  -0.301
72 C -1.659 -2.316 -0.869  -0.060
73 C -1.247 -2.932 0.319  0.030
74 C 0.109 -3.072 0.536  -0.083
75 C 1.038 -2.634 -0.440  0.000
76 C 0.588 -2.094 -1.604  -0.065
77 C 0.798 -3.709 1.745  -0.544
78 F 1.595 -4.768 1.399  0.146
79 F 1.630 -2.767 2.274  0.112
80 F -0.075 -3.991 2.696  0.171
81 H -5.611 -0.086 -5.298  0.153
82 H -3.247 -0.789 -5.160  0.094
83 H -3.179 0.850 -1.132  0.133
84 H -5.483 1.473 -1.424  0.147
85 H 0.714 0.374 -4.732  0.083
86 H 1.716 -0.322 -6.880  0.144
87 H -1.108 -3.588 -7.061  0.140
88 H -1.998 -2.910 -4.782  0.124
89 H -2.690 -2.235 -1.057  0.105
90 H -1.970 -3.314 1.027  0.130
91 H 2.077 -2.781 -0.222  0.131
92 H 1.336 -1.715 -2.318  0.135

Output
Max |F| (Eh/bohr): 0.0744
Energy (eV): -182034.148
Relative energy (zero: lowest compared OMol25 entry of this formula, charge and spin) (kJ/mol): 127.33
Charge: +2
HOMO level (eV): -13.85
2S+1: 1